{
  "formula": "C24H46Cl8N2O3Si",
  "method": "the ωB97M-V functional and the def2-TZVPD basis",
  "symbols": ["Cl", "Cl", "Cl", "Cl", "Cl", "Cl", "Cl", "Cl", "Si", "O", "O", "O", "N", "N", "C", "C", "C", "C", "C", "C", "C", "C", "C", "C", "C", "C", "C", "C", "C", "C", "C", "C", "C", "C", "C", "C", "C", "C", "H", "H", "H", "H", "H", "H", "H", "H", "H", "H", "H", "H", "H", "H", "H", "H", "H", "H", "H", "H", "H", "H", "H", "H", "H", "H", "H", "H", "H", "H", "H", "H", "H", "H", "H", "H", "H", "H", "H", "H", "H", "H", "H", "H", "H", "H"],
  "coordinates": [[1.455, -1.133, 5.675], [-1.518, -2.136, 7.028], [-6.180, -3.141, 4.713], [-4.622, -0.278, -3.253], [6.605, -2.131, 0.192], [4.492, -2.031, -2.483], [-5.770, -4.498, 7.820], [-5.245, -0.814, 0.068], [2.472, 3.321, 0.318], [-0.169, -0.829, -1.341], [2.026, 1.697, 0.670], [1.042, -2.629, -0.845], [-0.730, -0.683, 1.930], [0.960, 1.906, -4.449], [-2.062, 0.698, -1.446], [2.398, 0.757, -0.359], [-5.002, -1.831, -2.466], [-0.873, 0.135, -0.520], [1.401, 2.313, -5.728], [0.975, 4.400, 0.877], [-5.069, -2.977, 7.210], [-5.996, -2.263, 6.253], [0.141, 2.662, -3.491], [-1.834, 2.187, -1.931], [5.980, -3.518, -0.736], [-5.972, -1.670, -1.316], [-1.396, 2.276, -3.477], [0.526, -2.595, 5.261], [2.266, 0.069, -5.228], [2.003, -0.690, 0.150], [2.904, 3.669, -1.502], [1.453, 0.651, -4.161], [5.811, -3.194, -2.203], [-1.594, -0.502, 0.751], [0.913, -1.432, -0.700], [-0.968, -2.368, 5.347], [2.206, 1.200, -6.232], [3.886, 3.776, 1.537], [1.189, 3.293, -6.218], [-1.613, 1.316, -4.023], [1.280, 5.419, 1.222], [5.557, -4.100, -2.755], [-1.498, -3.239, 4.958], [3.530, 0.778, -0.421], [-4.113, -3.210, 6.742], [-0.088, 0.099, 2.070], [-1.276, -1.498, 4.767], [0.847, -3.398, 5.923], [-6.280, -2.651, -0.953], [3.970, 4.024, -1.617], [-4.877, -2.347, 8.079], [1.325, 0.033, -3.245], [6.700, -4.329, -0.618], [2.934, -1.325, 0.080], [0.602, 2.540, -2.475], [2.807, -0.897, -5.281], [0.243, 4.401, 0.023], [1.929, 0.946, -1.359], [-3.049, 0.620, -0.921], [2.755, 2.811, -2.207], [4.790, 3.123, 1.433], [-2.113, 0.031, -2.354], [-6.864, -1.123, -1.619], [2.210, 4.495, -1.847], [-1.991, 3.117, -3.932], [-2.157, -1.418, 0.441], [-2.377, 0.260, 1.050], [-2.851, 2.687, -1.902], [3.448, 3.609, 2.568], [-0.271, 1.035, -0.221], [6.723, -2.780, -2.631], [-1.151, 2.767, -1.258], [-4.064, -2.282, -2.140], [-5.441, -2.473, -3.230], [5.038, -3.831, -0.285], [-0.218, -1.567, 1.872], [2.722, 1.166, -7.217], [4.105, 4.875, 1.447], [0.800, -2.866, 4.240], [-5.591, -1.280, 6.011], [0.200, 3.757, -3.758], [1.770, -0.630, 1.246], [-6.988, -2.126, 6.684], [0.482, 3.797, 1.699]],
  "atomic_forces_ev_per_a": [[0.0, 0.0, 0.0], [0.0, 0.0, 0.1], [0.0, 0.0, 0.0], [-0.2, 0.0, -0.1], [0.0, 0.0, 0.0], [0.0, 0.1, 0.0], [0.0, 0.0, 0.0], [0.0, 0.0, 0.0], [-0.1, 0.5, 1.3], [1.4, 0.4, 1.8], [0.1, 1.0, -1.6], [-0.2, 1.1, -0.1], [-0.3, -0.9, -0.3], [0.8, -0.4, -0.6], [1.1, -0.1, -0.1], [0.5, -1.2, 1.0], [0.0, -0.2, 0.0], [-2.8, 0.9, -0.3], [1.7, -3.1, -0.2], [-0.1, -1.3, -0.2], [0.1, 0.1, 0.0], [0.0, 0.2, 0.2], [-0.4, 0.5, -0.5], [-1.7, -0.4, -1.1], [0.0, -0.2, -0.1], [-0.1, -0.1, -0.1], [0.4, 0.6, 1.4], [-0.1, -0.1, -0.1], [-2.4, 5.0, 0.1], [0.7, 0.7, -0.6], [0.0, 0.3, -0.6], [2.0, -2.7, -1.3], [0.1, -0.2, 0.0], [0.3, 1.5, -0.3], [0.3, -1.5, 0.2], [0.0, 0.0, -0.3], [-0.7, 0.1, 1.2], [-0.6, -0.2, 0.2], [0.1, -1.1, 0.9], [0.3, 1.0, 0.6], [-0.5, -0.8, -0.4], [0.0, 0.0, 0.1], [0.1, 0.0, 0.0], [-1.2, -0.1, -0.4], [-0.2, 0.0, 0.0], [-0.3, -0.4, -0.2], [0.1, 0.0, 0.1], [0.0, 0.1, 0.0], [0.1, 0.0, 0.0], [-1.1, -0.4, 0.2], [-0.1, 0.0, -0.1], [-0.6, 1.3, -0.5], [0.0, 0.1, -0.1], [-1.2, 0.4, -0.1], [-0.5, 0.0, -1.0], [-0.6, 1.0, 0.2], [0.5, 0.5, 0.8], [0.4, 0.1, 0.9], [1.0, 0.0, -0.4], [0.2, 0.7, 0.6], [-0.6, 0.8, 0.1], [0.0, 0.7, 1.1], [0.1, 0.0, 0.0], [0.8, -0.8, 0.3], [0.7, -1.0, 0.2], [0.7, 0.6, 0.4], [0.8, -0.8, -0.4], [1.1, -0.4, 0.3], [0.5, 0.2, -1.0], [0.0, -1.1, -0.1], [-0.1, 0.1, 0.1], [-0.5, -0.5, -0.6], [0.0, 0.1, 0.0], [0.0, 0.1, 0.1], [0.0, 0.1, -0.1], [0.0, 0.6, 0.1], [-0.6, 0.3, 0.9], [0.1, -1.1, 0.0], [-0.1, 0.1, 0.0], [0.1, -0.1, 0.0], [0.2, -1.1, 0.3], [-0.1, 0.0, -1.2], [0.1, -0.1, 0.0], [0.5, 0.9, -0.6]],
  "e_homo_ev": -7.97,
  "homo_lumo_gap_ev": 8.45,
  "fmax_ha_per_bohr": 0.1069,
  "energy_ev": -142814.078
}


{
  "formula": "C24H46O20P2",
  "method": "the ωB97M-V functional and the def2-TZVPD basis",
  "symbols": ["P", "P", "O", "O", "O", "O", "O", "O", "O", "O", "O", "O", "O", "O", "O", "O", "O", "O", "O", "O", "O", "O", "C", "C", "C", "C", "C", "C", "C", "C", "C", "C", "C", "C", "C", "C", "C", "C", "C", "C", "C", "C", "C", "C", "C", "C", "H", "H", "H", "H", "H", "H", "H", "H", "H", "H", "H", "H", "H", "H", "H", "H", "H", "H", "H", "H", "H", "H", "H", "H", "H", "H", "H", "H", "H", "H", "H", "H", "H", "H", "H", "H", "H", "H", "H", "H", "H", "H", "H", "H", "H", "H"],
  "coordinates": [[-24.303, 2.589, 14.554], [-20.133, 3.111, 11.773], [-20.720, -0.833, 10.245], [-15.318, -2.075, 11.311], [-19.224, -3.033, 3.212], [-24.198, -2.581, 9.527], [-18.642, 3.781, 11.510], [-24.567, -3.381, 7.314], [-18.362, -1.023, 2.730], [-17.155, -3.015, 10.292], [-24.451, 1.824, 15.924], [-23.828, 1.630, 13.350], [-25.817, 3.077, 14.186], [-21.171, 4.042, 12.319], [-19.993, -2.431, 8.838], [-20.468, 2.301, 10.432], [-15.157, -3.965, 10.069], [-23.491, -1.524, 7.719], [-20.636, -1.365, 3.535], [-23.358, 3.738, 14.622], [-20.397, -0.384, 8.037], [-19.683, 2.006, 12.872], [-24.605, 0.519, 12.956], [-15.998, -4.774, 9.293], [-22.021, 1.364, 16.163], [-20.468, -1.192, 9.081], [-17.003, 5.222, 10.649], [-19.774, -2.561, 7.456], [-23.724, -0.624, 12.720], [-26.095, 4.421, 16.325], [-19.929, -1.125, 6.933], [-21.743, 2.871, 8.481], [-24.060, -2.505, 8.301], [-19.517, -1.741, 3.214], [-17.227, -3.969, 9.277], [-17.894, -3.346, 2.805], [-23.418, 1.323, 16.835], [-23.418, -1.786, 6.345], [-26.226, 4.243, 14.781], [-21.747, 2.185, 9.825], [-24.203, -3.050, 6.016], [-18.849, 0.829, 12.430], [-17.417, 1.257, 11.720], [-15.843, -2.911, 10.601], [-18.349, 4.545, 10.344], [-17.325, -1.930, 2.423], [-26.776, 3.731, 16.823], [-21.719, 2.407, 16.071], [-18.164, 3.943, 9.455], [-21.389, 0.856, 16.893], [-25.617, 5.062, 14.401], [-18.830, -2.969, 7.093], [-17.104, 6.101, 11.287], [-19.018, 5.309, 9.948], [-16.333, -1.778, 2.847], [-23.445, -1.022, 13.695], [-17.294, -3.257, 8.455], [-21.317, 3.867, 8.353], [-17.360, -3.740, 3.669], [-15.626, -5.028, 8.300], [-23.796, 0.306, 16.736], [-25.124, 0.772, 12.031], [-22.092, 1.161, 9.678], [-16.518, 5.623, 9.759], [-20.601, -3.147, 7.055], [-18.064, -4.605, 9.566], [-22.382, -2.011, 6.092], [-16.957, 1.913, 12.460], [-16.067, -5.712, 9.844], [-25.385, 0.292, 13.683], [-17.613, 1.538, 10.685], [-22.767, 2.932, 8.113], [-25.090, -2.753, 5.456], [-23.539, -3.744, 5.500], [-22.969, -0.443, 11.955], [-20.329, -0.867, 5.952], [-22.498, 2.660, 10.457], [-23.410, 1.675, 17.867], [-17.123, 0.208, 11.700], [-27.273, 4.298, 14.484], [-25.099, 4.090, 16.619], [-23.702, -0.992, 5.654], [-21.991, 0.934, 15.162], [-18.908, -0.778, 6.777], [-18.511, 0.393, 13.369], [-21.156, 2.216, 7.838], [-24.316, -1.494, 12.436], [-26.350, 5.379, 16.779], [-16.243, 4.508, 10.965], [-19.337, -0.037, 11.983], [-17.442, -1.981, 1.340], [-17.650, -3.843, 1.866]],
  "atomic_forces_ev_per_a": [[2.1, 2.9, -0.9], [-0.1, 0.7, 1.9], [0.2, -1.1, -3.9], [-1.3, -1.6, -1.6], [0.1, -1.7, -0.5], [0.2, -0.6, -4.0], [-2.3, -0.3, -0.7], [-0.4, -1.5, 3.0], [-2.6, 0.2, 2.3], [1.5, 0.7, 1.9], [-1.0, 0.7, 0.1], [-0.7, 1.0, 1.5], [2.1, -3.4, 0.2], [1.7, -1.5, -1.5], [0.3, -0.1, -0.3], [0.9, 0.0, 0.5], [1.2, 1.2, 0.0], [1.1, 2.3, -1.4], [3.3, 0.2, -0.8], [-1.1, -1.2, 0.2], [-1.2, 0.0, -0.4], [0.1, -0.9, -1.9], [-1.3, 0.3, -0.7], [0.7, -1.1, 0.6], [-0.8, 0.8, 1.3], [0.4, 1.3, 5.7], [0.2, 0.4, -0.7], [-1.9, 0.3, -1.9], [-0.3, -2.0, 0.5], [-0.3, -1.9, 0.0], [2.8, 0.5, -0.5], [0.2, -0.6, -0.8], [-2.4, -2.4, 3.6], [-0.5, 1.0, -0.5], [-2.3, 0.2, -0.6], [1.6, 2.3, 0.7], [0.5, -1.8, -3.0], [1.9, 0.2, -2.9], [-0.9, 3.1, 1.4], [-1.2, 1.6, 0.2], [0.1, 2.1, 0.6], [2.0, 1.7, 0.8], [-3.9, -2.2, 1.0], [1.4, 1.1, 2.0], [2.2, 0.5, -0.5], [-1.6, -1.6, -1.1], [-0.1, -0.3, 0.1], [0.2, -0.1, 0.0], [-0.2, -0.8, 0.2], [0.4, -0.1, -0.4], [-0.3, 0.1, -0.6], [0.0, -0.2, 0.8], [0.0, -0.4, 0.5], [-0.8, 0.0, 1.0], [-0.3, 0.7, -0.2], [1.3, 0.4, 0.0], [-0.5, -1.2, -1.0], [0.1, 0.1, 0.8], [-0.2, -0.4, -0.2], [0.3, 0.4, 0.0], [0.7, -0.5, 1.3], [-0.1, 0.3, -0.1], [0.7, -0.2, 0.3], [-0.4, 0.1, -0.5], [0.1, -0.5, 0.0], [-0.5, 0.3, -1.1], [0.2, 0.3, 0.2], [0.4, 0.0, -0.8], [-0.4, -0.2, -0.1], [0.0, 0.0, 0.2], [0.4, 0.7, 0.3], [0.0, -0.2, -0.1], [0.0, -0.7, -0.2], [-0.5, -0.4, 0.2], [0.3, -0.1, 0.5], [-1.2, -0.5, 0.4], [0.1, 0.1, 0.3], [-0.6, 0.6, -0.4], [1.4, 0.2, 0.0], [0.0, 0.6, 0.0], [0.0, 0.5, 0.1], [-0.2, 0.6, 0.8], [-0.1, -0.3, 0.3], [0.4, 0.3, 0.1], [-0.1, 0.4, 0.3], [-0.1, 0.1, -0.5], [-0.3, 0.1, -0.8], [0.3, 0.3, -0.8], [-0.3, 0.0, 0.7], [-0.7, 0.9, -0.8], [1.5, 0.5, -0.2], [-1.3, -1.2, 0.5]],
  "e_homo_ev": -9.12,
  "homo_lumo_gap_ev": 8.56,
  "fmax_ha_per_bohr": 0.1134,
  "energy_ev": -85161.610
}